DFT (ωB97M-V with the def2-TZVPD basis set) results for a 14-piece molecular cluster, C19H66N2O14 overall in a non-equilibrium geometry.

The highest occupied orbital energy is -9.569 eV. Its spin multiplicity is 1. The HOMO-LUMO gap is 10.0 eV. The max |F| comes out at 8.0 eV Å⁻¹.

Last columns: bonded neighbours and bond lengths (Å).
Cartesian coordinates (Å):
1 O 0.92 2.20 -2.06  C34 1.386, H88 0.969
2 O 0.14 -5.11 0.10  C26 1.378, H100 0.955
3 O -3.26 -0.13 -1.91  C25 1.421, H65 0.968
4 O -4.25 -2.93 4.37  C22 1.421, H63 0.903
5 O -2.97 3.36 -3.93  C17 1.424, H76 0.943
6 O -0.94 -0.80 1.13  C28 1.395
7 O 2.28 4.42 1.73  C21 1.442, H62 0.926
8 O 0.31 -1.77 3.44  C32 1.377, H96 0.989
9 O -0.47 -1.37 -3.30  C24 1.369, H94 0.972
10 O 3.22 1.91 -0.13  C30 1.384, H80 0.950
11 O 4.23 -0.06 -2.67  C19 1.405, H43 0.948
12 O 4.71 -1.74 2.39  C20 1.398, H45 0.963
13 O -2.16 2.68 -0.24  C23 1.421, H47 0.941
14 O 1.55 0.69 3.26  C35 1.462, H59 0.957
15 N -0.63 0.33 -0.90  C28 1.281, H73 1.019, H101 1.022
16 N 0.94 0.56 0.56  C28 1.294, H85 1.000, H86 1.043
17 C -1.86 2.47 -3.81  O5 1.424, C33 1.539, H46 1.089, H92 1.108
18 C -2.26 -2.74 -3.72  C24 1.533, H41 1.129, H44 1.086, H61 1.084
19 C 3.37 -1.16 -2.82  O11 1.405, C29 1.510, H83 1.090, H97 1.117
20 C 3.34 -1.77 2.11  O12 1.398, H66 1.076, H71 1.105, H99 1.096
21 C 0.97 3.95 1.38  O7 1.442, C31 1.582, H58 1.097, H60 1.058
22 C -3.34 -3.68 3.58  O4 1.421, C27 1.508, H56 1.052, H75 1.056
23 C -2.89 2.47 0.96  O13 1.421, H64 1.010, H87 1.086, H90 1.064
24 C -1.18 -2.37 -2.70  O9 1.369, C18 1.533, H54 1.088, H67 1.098
25 C -3.88 -0.96 -0.94  O3 1.421, H50 1.124, H68 1.067, H72 1.132
26 C 0.18 -3.78 0.48  O2 1.378, H53 1.093, H57 1.077, H69 1.139
27 C -2.90 -2.85 2.40  C22 1.508, H48 1.081, H51 1.082, H81 1.106
28 C -0.22 0.04 0.28  O6 1.395, N15 1.281, N16 1.294
29 C 2.52 -1.40 -1.60  C19 1.510, H74 1.044, H84 1.136, H95 1.082
30 C 3.91 2.87 -0.84  O10 1.384, H77 1.081, H91 1.096, H98 1.093
31 C -0.23 4.82 1.93  C21 1.582, H40 1.053, H49 1.088, H70 1.078
32 C -0.33 -1.52 4.63  O8 1.377, H55 1.084, H82 1.117, H89 1.095
33 C -1.85 1.38 -4.89  C17 1.539, H37 1.087, H38 1.137, H39 1.086
34 C 1.43 1.67 -3.23  O1 1.386, H36 1.093, H79 1.072, H93 1.052
35 C 2.58 1.08 4.23  O14 1.462, H42 1.064, H52 1.124, H78 1.090
36 H 2.49 1.93 -3.29  C34 1.093
37 H -2.65 0.70 -4.62  C33 1.087
38 H -0.90 0.77 -4.76  C33 1.137
39 H -1.91 1.69 -5.93  C33 1.086
40 H -0.12 4.89 2.98  C31 1.053
41 H -2.91 -1.84 -3.91  C18 1.129
42 H 2.17 0.63 5.10  C35 1.064
43 H 4.67 -0.25 -1.85  O11 0.948
44 H -1.89 -3.10 -4.68  C18 1.086
45 H 4.91 -2.53 2.92  O12 0.963
46 H -1.06 3.16 -4.09  C17 1.089
47 H -1.57 1.98 -0.47  O13 0.941
48 H -3.73 -2.46 1.83  C27 1.081
49 H -0.26 5.86 1.61  C31 1.088
50 H -4.27 -1.91 -1.42  C25 1.124
51 H -2.29 -3.52 1.80  C27 1.082
52 H 2.57 2.18 4.46  C35 1.124
53 H -0.71 -3.27 0.11  C26 1.093
54 H -1.57 -2.00 -1.75  C24 1.088
55 H 0.17 -1.81 5.55  C32 1.084
56 H -2.45 -3.89 4.11  C22 1.052
57 H 1.07 -3.32 0.09  C26 1.077
58 H 0.86 2.93 1.78  C21 1.097
59 H 1.38 -0.25 3.30  O14 0.957
60 H 0.98 3.80 0.33  C21 1.058
61 H -2.96 -3.51 -3.40  C18 1.084
62 H 2.25 4.71 2.61  O7 0.926
63 H -3.98 -2.97 5.23  O4 0.903
64 H -3.51 1.71 0.73  C23 1.010
65 H -3.99 0.20 -2.46  O3 0.968
66 H 3.05 -0.94 1.48  C20 1.076
67 H -0.42 -3.15 -2.55  C24 1.098
68 H -4.67 -0.35 -0.57  C25 1.067
69 H 0.19 -3.63 1.60  C26 1.139
70 H -1.15 4.29 1.75  C31 1.078
71 H 2.70 -1.66 3.00  C20 1.105
72 H -3.15 -1.11 -0.09  C25 1.132
73 H -1.53 -0.06 -1.17  N15 1.019
74 H 1.96 -0.54 -1.42  C29 1.044
75 H -3.87 -4.55 3.32  C22 1.056
76 H -2.65 4.17 -3.58  O5 0.943
77 H 4.54 3.42 -0.15  C30 1.081
78 H 3.56 0.66 4.05  C35 1.090
79 H 1.21 0.62 -3.23  C34 1.072
80 H 3.91 1.41 0.29  O10 0.950
81 H -2.30 -2.00 2.78  C27 1.106
82 H -0.64 -0.44 4.71  C32 1.117
83 H 2.79 -1.05 -3.73  C19 1.090
84 H 3.14 -1.65 -0.68  C29 1.136
85 H 1.43 1.05 -0.15  N16 1.000
86 H 1.36 0.55 1.52  N16 1.043
87 H -2.28 2.15 1.80  C23 1.086
88 H 1.34 3.07 -1.93  O1 0.969
89 H -1.25 -2.11 4.62  C32 1.095
90 H -3.56 3.28 1.12  C23 1.064
91 H 3.14 3.59 -1.17  C30 1.096
92 H -1.76 2.15 -2.75  C17 1.108
93 H 0.91 2.19 -3.98  C34 1.052
94 H -0.28 -0.62 -2.71  O9 0.972
95 H 1.83 -2.23 -1.73  C29 1.082
96 H -0.07 -1.18 2.74  O8 0.989
97 H 4.12 -1.99 -2.90  C19 1.117
98 H 4.42 2.45 -1.71  C30 1.093
99 H 3.01 -2.70 1.64  C20 1.096
100 H -0.75 -5.44 0.01  O2 0.955
101 H -0.08 1.02 -1.40  N15 1.022

These are the Löwdin partial charges, in e, on atoms 1 to 99: -0.15 -0.10 -0.17 -0.04 -0.07 -0.12 -0.07 -0.17 -0.10 -0.13 -0.08 -0.10 -0.11 -0.18 0.16 0.20 -0.32 -0.07 -0.31 -0.18 -0.26 -0.30 -0.13 -0.33 -0.13 -0.20 -0.07 -0.55 -0.07 -0.15 -0.04 -0.17 -0.06 -0.10 -0.07 0.10 0.05 0.08 0.08 0.05 0.08 0.06 0.07 0.07 0.09 0.10 0.00 0.07 0.07 0.10 0.06 0.10 0.06 0.08 0.08 0.09 0.05 0.09 0.00 0.07 0.06 0.04 0.03 0.03 0.10 0.05 0.11 0.07 0.09 0.04 0.07 0.08 0.08 0.02 0.10 0.06 0.09 0.08 0.07 0.09 0.06 0.11 0.11 0.09 0.06 0.09 0.09 0.10 0.05 0.08 0.08 0.09 0.06 0.04 0.07 0.04 0.12 0.08 0.09



DFT (ωB97M-V with the def2-TZVPD basis set) results for a 14-piece molecular cluster, C19H66N4O14 overall in a non-equilibrium geometry.

The highest occupied orbital energy is -9.124 eV. Its spin multiplicity is 1. The HOMO-LUMO gap is 9.3 eV. The max |F| comes out at 6.8 eV Å⁻¹.

Last columns: bonded neighbours and bond lengths (Å).
Cartesian coordinates (Å):
1 O -0.70 14.42 8.26  C26 1.402
2 O 0.34 14.50 5.79  C27 1.389, H44 0.963
3 O 1.88 8.53 6.80  C36 1.399
4 O -4.23 14.60 7.05  C25 1.435, H94 0.952
5 O 0.47 10.12 4.18  C19 1.342, H82 0.985
6 O -3.12 9.64 7.88  C37 1.429, H55 1.001
7 O -0.83 4.89 5.68  C33 1.482, H83 0.989
8 O -1.13 5.63 10.19  C23 1.429, H62 0.973
9 O -0.47 10.02 7.06  C24 1.389, H46 0.982
10 O 4.34 9.88 9.26  C35 1.431, H103 1.011
11 O -0.76 13.26 11.45  C31 1.458, H97 0.938
12 O 0.50 7.52 11.15  C34 1.412, H49 0.958
13 O 3.03 10.84 4.10  C30 1.419, H95 0.986
14 O 1.90 13.73 9.13  C29 1.404, H80 0.947
15 N -2.35 16.18 8.27  C26 1.311, H43 1.021, H73 1.090
16 N -2.14 15.04 10.01  C26 1.266, H60 1.058, H63 1.024
17 N 3.98 7.74 7.65  C36 1.324, H76 1.024, H93 1.030
18 N 3.98 8.90 5.81  C36 1.279, H71 1.004, H75 1.021
19 C 0.53 9.53 2.97  O5 1.342, H42 1.047, H54 1.104, H91 1.109
20 C 2.13 16.14 9.73  C29 1.555, H67 1.111, H68 1.061, H74 1.068
21 C -1.94 6.80 8.22  C23 1.516, H65 1.064, H84 1.098, H101 1.058
22 C -0.66 11.18 12.55  C31 1.574, H88 1.081, H96 1.103, H98 1.118
23 C -1.76 5.46 8.92  O8 1.429, C21 1.516, H51 1.136, H79 1.090
24 C 0.12 11.25 7.31  O9 1.389, H38 1.066, H81 1.091, H99 1.051
25 C -3.71 13.28 6.82  O4 1.435, C28 1.491, H57 1.076, H102 1.076
26 C -1.62 15.27 8.88  O1 1.402, N15 1.311, N16 1.266
27 C 1.70 14.72 5.98  O2 1.389, C32 1.493, H47 1.080, H92 1.107
28 C -2.77 13.36 5.67  C25 1.491, H52 1.090, H77 1.085, H100 1.063
29 C 2.11 14.65 10.17  O14 1.404, C20 1.555, H41 1.109, H87 1.057
30 C 3.48 11.78 5.07  O13 1.419, H39 1.070, H40 1.092, H89 1.055
31 C -0.43 11.88 11.16  O11 1.458, C22 1.574, H61 1.119, H70 1.087
32 C 2.34 15.43 4.83  C27 1.493, H56 1.143, H72 1.130, H90 1.043
33 C -0.31 6.26 5.46  O7 1.482, H45 1.072, H59 1.100, H64 1.102
34 C 0.75 8.56 10.23  O12 1.412, H53 1.065, H69 1.058, H78 1.068
35 C 3.37 10.93 9.19  O10 1.431, H48 1.133, H58 1.097, H85 1.137
36 C 3.26 8.35 6.72  O3 1.399, N17 1.324, N18 1.279
37 C -3.89 9.46 6.68  O6 1.429, H50 1.209, H66 1.060, H86 1.121
38 H -0.44 12.10 7.01  C24 1.066
39 H 3.55 12.78 4.69  C30 1.070
40 H 4.51 11.53 5.36  C30 1.092
41 H 3.11 14.38 10.56  C29 1.109
42 H 1.48 9.43 2.53  C19 1.047
43 H -1.89 16.58 7.45  N15 1.021
44 H -0.03 14.26 6.65  O2 0.963
45 H 0.40 6.57 6.20  C33 1.072
46 H 0.26 9.43 6.78  O9 0.982
47 H 2.21 13.82 6.28  C27 1.080
48 H 3.51 11.75 9.96  C35 1.133
49 H -0.03 6.82 10.76  O12 0.958
50 H -5.02 9.08 6.92  C37 1.209
51 H -2.74 4.99 9.22  C23 1.136
52 H -2.01 14.13 5.78  C28 1.090
53 H 0.98 9.42 10.81  C34 1.065
54 H -0.07 10.17 2.30  C19 1.104
55 H -2.17 9.81 7.63  O6 1.001
56 H 2.51 14.68 3.98  C32 1.143
57 H -4.50 12.59 6.55  C25 1.076
58 H 2.34 10.54 9.19  C35 1.097
59 H 0.25 6.27 4.51  C33 1.100
60 H -2.77 15.78 10.43  N16 1.058
61 H 0.66 11.92 10.91  C31 1.119
62 H -1.30 4.81 10.68  O8 0.973
63 H -1.71 14.26 10.52  N16 1.024
64 H -0.98 7.12 5.36  C33 1.102
65 H -1.02 7.32 8.10  C21 1.064
66 H -3.45 8.73 6.05  C37 1.060
67 H 2.36 16.91 10.49  C20 1.111
68 H 1.26 16.42 9.18  C20 1.061
69 H 1.64 8.28 9.74  C34 1.058
70 H -0.97 11.54 10.28  C31 1.087
71 H 4.93 8.73 5.56  N18 1.004
72 H 3.37 15.83 5.04  C32 1.130
73 H -3.00 16.91 8.75  N15 1.090
74 H 2.90 16.32 9.01  C20 1.068
75 H 3.36 9.46 5.23  N18 1.021
76 H 4.99 7.58 7.71  N17 1.024
77 H -3.37 13.48 4.77  C28 1.085
78 H -0.06 8.64 9.54  C34 1.068
79 H -1.19 4.77 8.30  C23 1.090
80 H 1.04 13.94 8.80  O14 0.947
81 H 1.01 11.43 6.70  C24 1.091
82 H -0.48 10.09 4.45  O5 0.985
83 H -0.04 4.33 5.88  O7 0.989
84 H -2.56 7.42 8.87  C21 1.098
85 H 3.54 11.44 8.19  C35 1.137
86 H -4.05 10.44 6.17  C37 1.121
87 H 1.40 14.46 10.93  C29 1.057
88 H -0.04 11.59 13.34  C22 1.081
89 H 2.95 11.65 5.97  C30 1.055
90 H 1.73 16.20 4.48  C32 1.043
91 H 0.12 8.50 3.01  C19 1.109
92 H 1.88 15.35 6.87  C27 1.107
93 H 3.40 7.21 8.32  N17 1.030
94 H -3.59 15.18 7.44  O4 0.952
95 H 2.05 10.82 4.20  O13 0.986
96 H -1.72 11.34 12.77  C22 1.103
97 H -0.43 13.49 12.30  O11 0.938
98 H -0.30 10.13 12.44  C22 1.118
99 H 0.26 11.24 8.36  C24 1.051
100 H -2.30 12.41 5.56  C28 1.063
101 H -2.38 6.83 7.26  C21 1.058
102 H -3.21 12.89 7.69  C25 1.076
103 H 4.20 9.27 8.48  O10 1.011

These are the Löwdin partial charges, in e, on atoms 1 to 99: -0.11 -0.08 -0.11 -0.09 -0.13 -0.17 -0.14 -0.10 -0.15 -0.17 -0.14 -0.12 -0.14 -0.09 0.12 0.20 0.14 0.21 -0.19 -0.07 -0.08 -0.05 -0.27 -0.13 -0.30 -0.56 -0.37 -0.08 -0.30 -0.14 -0.22 -0.08 -0.14 -0.14 -0.16 -0.57 -0.17 0.05 0.06 0.09 0.12 0.07 0.14 0.00 0.04 0.04 0.08 0.09 0.01 0.13 0.13 0.06 0.05 0.10 0.05 0.09 0.10 0.04 0.07 0.17 0.10 0.11 0.07 0.07 0.05 0.04 0.08 0.04 0.05 0.11 0.14 0.10 0.19 0.05 0.08 0.15 0.08 0.07 0.09 0.01 0.08 0.12 0.09 0.09 0.08 0.06 0.07 0.07 0.04 0.05 0.09 0.10 0.14 -0.01 0.05 0.09 0.07 0.07 0.05



The lowest highest occupied orbital energy belongs to which entry? C19H66N2O14



Among the records above, which one has the lowest max |F|? C19H66N4O14